(1)
Below is 2 unconnected molecules or ions with the total composition C4H13NO2, with properties calculated with wB97M-V/def2-TZVPD.

Results
Highest occupied orbital energy = -8.0 eV
Relative energy (zero: lowest compared OMol25 entry of this formula, charge and spin) = 1.428 eV
Frontier orbital gap = 8.613 eV
Multiplicity = 1
SMILES = CNCCCO.O
E = -9942.769 eV

Atoms and positions in Å:
H  -2.52803  1.21124  -2.06748
H  0.21000  0.90945  -0.54467
O  -3.05584  0.42115  -2.15772
C  1.00464  -0.12606  1.08213
O  -0.20392  -1.24044  -1.52226
N  0.80098  1.01798  0.24255
H  -1.15946  -1.30855  -1.65881
H  2.09175  2.15515  1.31828
C  0.17512  -2.05356  -0.42912
H  1.24786  -2.26502  -0.39635
C  -0.05185  -1.24425  0.87912
H  -3.74566  0.64010  -1.53796
H  1.00314  0.17192  2.13611
H  -1.09834  -0.92146  0.79864
H  1.92660  -0.68472  0.88553
H  -0.03790  -1.85582  1.79544
H  1.90192  2.83844  -0.17534
H  -0.41082  -2.97137  -0.33750
C  1.30240  2.31521  0.57403
H  0.62739  2.99059  1.11537

Cartesian forces, eV/Å:
0.7131 0.2939 -0.3278
-0.2658 -0.1929 -0.4702
0.1014 -0.0526 0.0298
-1.0893 -0.6043 -0.1318
0.1930 -0.3517 -0.4724
0.1294 0.3424 -0.0918
0.1983 0.0569 0.0788
-0.0147 -0.1125 0.1761
-0.2084 0.7806 2.1059
-0.1198 -0.1955 -0.9457
-0.3877 -0.0254 -0.0116
-0.7421 -0.3314 0.3331
0.0578 0.0335 -0.0493
0.1999 0.5894 0.2435
0.5622 0.3765 0.0794
0.2342 -0.2438 -0.4503
-0.6476 -0.0075 -0.5460
0.1542 -0.1257 -0.4237
1.2719 -0.3195 1.3762
-0.3400 0.0894 -0.5023

***

(2)
Below is a molecular structure, C24H44ClN3O7P4Pd, with properties calculated with wB97M-V/def2-TZVPD.

Results
Highest occupied orbital energy = -7.8 eV
Relative energy (zero: lowest compared OMol25 entry of this formula, charge and spin) = 0.000 eV
Frontier orbital gap = 6.918 eV
Multiplicity = 1
E = -97572.108 eV

Atoms and positions in Å:
O  -5.68296  -1.02047  -1.65033
H  2.53188  -2.88784  -2.76601
C  1.99408  -2.21638  2.48851
H  -4.47874  0.10813  -3.75327
O  -2.67856  1.47482  -1.12883
P  0.99443  -0.42334  0.50101
H  2.99444  -1.97776  2.12851
H  -1.00698  4.44861  1.21038
H  1.78901  -1.60146  3.36143
H  2.52026  -1.46911  -1.03645
C  1.54745  0.90218  1.67696
H  -1.34776  4.04031  -1.99758
H  0.80931  -4.09984  0.80239
C  3.90278  1.53418  4.28485
C  -4.30884  -0.64584  -1.73684
H  0.19466  -2.20025  -3.41094
C  1.16070  -3.15658  0.35701
C  2.25625  2.98800  3.22315
H  2.69109  0.29095  -1.08970
H  -2.22971  3.75258  0.09834
O  -1.90414  -1.45233  -0.79444
H  2.80319  -4.23197  -1.63941
H  1.47125  1.60375  -2.05547
C  0.17942  -5.17503  -1.66204
H  1.54058  5.23670  -1.51580
H  -0.85377  -5.11052  -1.31341
H  4.36951  0.55991  4.34334
H  -2.82591  -0.33704  -3.26971
H  -4.01959  -1.59980  -3.62606
C  1.77226  2.58102  -1.67538
C  0.70076  -3.77957  -2.02410
H  -4.23676  0.41771  1.10537
C  -1.49787  3.53636  0.87368
O  -3.44783  -3.23151  -1.49358
H  -0.65365  -1.45656  2.80498
H  3.37013  -0.59579  0.28106
C  2.64268  4.03587  4.08863
O  -5.07975  1.98417  -1.73288
C  -0.45098  -2.24738  2.08660
C  -3.87754  -0.61007  -3.19392
H  5.03435  2.41403  5.85092
H  -0.43980  -3.20656  2.61167
C  1.00616  4.74802  -0.69739
H  -0.00664  -3.83759  -4.07046
H  -0.78722  2.50335  -2.65020
C  4.25922  2.56053  5.11038
P  -3.36772  -1.83116  -0.70181
C  -0.46139  3.48297  -2.29948
N  2.52205  0.69582  2.51750
H  2.14133  4.98961  3.99207
Pd  -0.99596  0.39652  -0.29112
C  0.96494  2.19574  1.53537
H  0.78216  -5.64036  -0.87973
H  2.24092  -3.26419  0.21717
H  -1.27936  -2.24443  1.38166
C  2.16590  -3.86572  -2.44658
C  2.55034  -0.56497  -0.43836
H  0.15629  5.37831  -0.43697
H  -5.70301  2.41187  -1.13372
O  -4.68769  1.00376  0.46522
P  -4.09234  0.99509  -0.98641
C  0.91031  -2.06265  1.41637
H  -5.84197  -1.23167  -0.71597
H  3.91943  4.61776  5.68194
C  3.62209  3.82045  5.01376
N  0.54966  -2.82791  -0.91110
H  0.20505  -5.83227  -2.53353
H  -4.20884  -3.74308  -1.19478
P  -0.25287  2.41792  0.20639
N  1.30541  3.21249  2.27750
C  -0.12556  -3.21817  -3.17966
H  -0.44066  -2.62768  -0.79340
Cl  -2.17815  0.64932  2.24992
H  2.27315  -4.55541  -3.28530
H  2.23299  3.13499  -2.49658
H  -1.98220  3.02239  1.70220
H  0.00362  4.01662  -3.13225
H  1.67303  4.69562  0.16353
C  2.88314  1.72853  3.32570
H  2.52887  2.45184  -0.89760
H  -1.18389  -3.18996  -2.91586
O  -4.09942  -1.86338  0.58286
C  0.56314  3.35930  -1.16488
H  1.98636  -3.26454  2.80099

Cartesian forces, eV/Å:
-0.0099 0.1383 0.0366
0.0021 -0.0044 -0.0005
0.0094 0.0116 -0.0038
-0.0003 -0.0095 0.0022
-0.0671 -0.1780 -0.0754
-0.0587 -0.0209 0.1304
-0.0092 0.0034 -0.0080
-0.0038 -0.0145 0.0209
-0.0013 -0.0034 -0.0012
0.0092 0.0442 -0.0206
-0.0017 -0.0116 0.0086
-0.0011 0.0064 0.0100
0.0045 0.0000 -0.0081
0.0242 0.0102 0.0236
-0.1082 0.0200 -0.1019
0.0106 -0.0047 -0.0042
0.0218 -0.0014 0.0017
-0.0234 -0.0103 -0.0277
0.0166 -0.0335 0.0376
-0.0008 0.0073 0.0026
0.1064 0.0319 -0.0554
0.0060 -0.0033 -0.0120
-0.0097 0.0169 -0.0017
0.0013 -0.0004 -0.0042
-0.0027 -0.0038 -0.0042
-0.0007 -0.0028 0.0015
-0.0007 -0.0002 -0.0014
0.0091 -0.0036 -0.0012
0.0025 -0.0090 -0.0079
-0.0218 0.0299 -0.0003
0.0152 -0.0119 0.0122
0.4641 -0.0512 0.3303
0.0282 0.0360 -0.0154
0.0061 0.0286 0.0035
-0.0125 0.0191 0.0347
0.0049 -0.0442 -0.0074
0.0159 0.0158 0.0268
0.0430 0.0459 -0.0701
-0.0401 -0.0016 -0.0424
-0.0659 -0.0304 -0.0153
0.0002 0.0008 0.0003
0.0023 0.0031 -0.0060
-0.0137 0.0036 0.0101
-0.0045 0.0028 0.0019
-0.0044 -0.0043 -0.0045
0.0018 -0.0322 -0.0076
0.1335 -0.0020 -0.0209
0.0180 0.0009 -0.0145
-0.0027 -0.0103 0.0392
-0.0019 -0.0021 -0.0015
0.1108 -0.0014 -0.0754
0.0193 0.0719 0.0004
-0.0037 0.0016 0.0035
-0.0175 0.0043 -0.0097
0.0130 0.0026 -0.0044
0.0082 -0.0050 0.0012
0.0434 0.0131 -0.0413
0.0073 -0.0021 0.0064
-0.0661 -0.0627 -0.0130
-0.3859 0.0930 -0.4719
0.0771 0.2265 0.2453
0.0337 -0.0151 -0.0039
-0.0257 -0.0428 -0.0257
0.0012 -0.0008 0.0011
-0.0189 0.0180 -0.0157
-0.0992 -0.0244 -0.0314
0.0013 0.0002 0.0012
-0.0142 0.0022 0.0078
-0.1225 -0.0668 0.0426
0.0368 0.0124 -0.0008
0.0056 0.0035 0.0149
0.0250 0.0209 0.0236
-0.0078 -0.0444 0.1227
-0.0042 0.0004 0.0011
0.0003 0.0046 0.0004
-0.0094 0.0024 -0.0215
0.0037 -0.0055 0.0014
0.0016 0.0134 0.0013
-0.0156 -0.0124 -0.0195
0.0006 0.0014 -0.0060
-0.0115 -0.0004 0.0018
-0.0889 -0.1899 0.1109
0.0136 0.0108 -0.0478
-0.0017 -0.0002 0.0109